[1]
Molecular formula: C6H17N
Method: DFT, ωB97M-V/def2-TZVPD

Its HOMO energy is -9.49 eV. The calculation puts the molar mass at 103.2 g mol⁻¹. As for the SMILES: CCCC.CCN. The value obtained for the energy above the lowest of the compared OMol25 structures with the same formula, charge and spin is 0.0 kcal/mol.

Geometry as ORCA input:
```
! wB97M-V def2-TZVPD RIJCOSX def2/J DEFGRID3
* xyz 0 1
C -1.696 -1.402 -0.400
C -1.666 -0.103 0.394
C -1.212 -0.394 1.829
C -1.110 0.862 2.676
H -0.718 -1.874 -0.455
H -2.039 -1.244 -1.422
H -2.365 -2.130 0.059
H -2.668 0.332 0.426
H -1.008 0.669 -0.006
H -0.231 -0.876 1.805
H -1.910 -1.090 2.298
H -0.399 1.571 2.238
H -0.790 0.673 3.701
H -2.047 1.424 2.730
C 2.134 -0.429 -0.775
C 2.372 0.409 -2.024
N 1.115 1.112 -2.362
H 1.297 -1.109 -0.918
H 3.027 -0.980 -0.483
H 1.869 0.224 0.063
H 3.164 1.135 -1.814
H 2.674 -0.245 -2.839
H 0.932 1.731 -1.581
H 1.275 1.733 -3.140
*
```

Atom charges from the Mulliken analysis, given in e for atoms 1 to 2: number 1, C, carries -1.28; number 2, C, carries -0.19

***

[2]
Molecular formula: C26H25N3O4
Method: DFT, ωB97M-V/def2-TZVPD

Its HOMO energy is -8.05 eV. The calculation puts the molar mass at 443.5 g mol⁻¹. As for the SMILES: [H]/N=c1\c2c(ncn1CCCO)Oc1c(ccc3ccccc13)[C@@H]2c1ccc(OC)c(OC)c1. The value obtained for the energy above the lowest of the compared OMol25 structures with the same formula, charge and spin is 44.3 kcal/mol.

Geometry as ORCA input:
```
! wB97M-V def2-TZVPD RIJCOSX def2/J DEFGRID3
* xyz 0 1
H -0.473 -2.394 2.094
N -1.302 -2.562 1.539
C -1.835 -1.507 1.059
C -1.404 -0.128 1.187
C -2.181 0.858 0.667
N -3.366 0.618 0.032
C -3.679 -0.614 -0.158
N -2.986 -1.677 0.277
C -3.313 -3.013 -0.181
C -2.765 -3.255 -1.589
C -1.244 -3.127 -1.648
O -0.832 -3.277 -2.988
O -1.873 2.171 0.700
C -0.676 2.541 1.256
C 0.229 1.643 1.766
C 1.437 2.117 2.309
C 1.725 3.450 2.343
C 0.810 4.394 1.831
C 1.067 5.780 1.851
C 0.158 6.668 1.348
C -1.050 6.213 0.801
C -1.332 4.875 0.764
C -0.413 3.938 1.276
C -0.029 0.156 1.741
C 0.978 -0.553 0.854
C 1.922 -1.421 1.364
C 2.750 -2.143 0.514
C 2.630 -2.019 -0.858
O 3.351 -2.717 -1.781
C 4.310 -3.635 -1.320
C 1.687 -1.110 -1.387
O 1.620 -1.058 -2.749
C 0.746 -0.128 -3.342
C 0.889 -0.381 -0.527
H -4.582 -0.819 -0.718
H -4.398 -3.136 -0.176
H -2.852 -3.702 0.530
H -3.197 -2.536 -2.289
H -3.047 -4.255 -1.920
H -0.781 -3.887 -1.005
H -0.941 -2.143 -1.267
H 0.114 -3.094 -3.047
H 2.139 1.393 2.697
H 2.656 3.800 2.763
H 1.999 6.125 2.274
H 0.365 7.729 1.369
H -1.758 6.928 0.408
H -2.259 4.512 0.347
H 0.062 -0.241 2.763
H 2.016 -1.559 2.431
H 3.472 -2.819 0.942
H 4.753 -4.069 -2.215
H 5.091 -3.141 -0.733
H 3.852 -4.429 -0.721
H -0.301 -0.349 -3.110
H 0.900 -0.228 -4.415
H 0.979 0.897 -3.036
H 0.164 0.317 -0.918
*
```

Atom charges from the Mulliken analysis, given in e for atoms 1 to 2: number 1, H, carries 0.30; number 2, N, carries -0.77

***

[3]
Molecular formula: C27H66BIN8O7P
Method: DFT, ωB97M-V/def2-TZVPD

Its HOMO energy is -10.79 eV. The calculation puts the molar mass at 783.6 g mol⁻¹.

Geometry as ORCA input:
```
! wB97M-V def2-TZVPD RIJCOSX def2/J DEFGRID3
* xyz 1 1
C -0.620 2.215 -1.114
C 0.754 1.849 -0.572
C 0.750 0.696 0.407
N 0.625 1.136 1.831
P -0.674 0.695 2.759
I -2.807 0.497 1.638
C -0.870 2.013 3.955
C 0.429 2.170 4.790
C 0.854 3.642 4.890
C 1.612 3.982 6.167
N 3.039 4.195 5.872
B -0.430 -0.958 3.791
O -1.150 -0.968 4.936
C 0.501 -2.121 3.412
C 0.998 -2.177 1.959
H -0.539 2.808 -2.015
H -1.127 1.298 -1.387
H -1.215 2.735 -0.372
H 1.349 1.499 -1.406
H 1.279 2.700 -0.148
H 0.018 -0.049 0.129
H 1.713 0.210 0.323
H 0.649 2.153 1.872
H -1.163 2.926 3.455
H -1.671 1.690 4.606
H 1.230 1.629 4.298
H 0.279 1.741 5.768
H 1.478 3.872 4.033
H -0.039 4.252 4.851
H 1.535 3.186 6.896
H 1.184 4.877 6.608
H 3.494 4.554 6.705
H 3.115 4.927 5.175
H -2.107 -1.079 4.807
H 1.345 -2.170 4.094
H -0.074 -3.020 3.622
H 1.307 -3.187 1.729
H 0.222 -1.923 1.245
H 1.860 -1.542 1.825
C -2.758 -2.673 -1.198
C -1.415 -2.563 -1.873
O -0.613 -1.679 -1.543
N -1.122 -3.443 -2.833
C -1.950 -4.521 -3.344
H -2.832 -1.888 -0.452
H -3.566 -2.556 -1.919
H -2.861 -3.641 -0.706
H -0.202 -3.327 -3.250
H -1.440 -5.474 -3.202
H -2.118 -4.381 -4.411
H -2.913 -4.547 -2.842
C 2.006 -1.685 -4.643
C 2.144 -3.186 -4.728
O 1.200 -3.939 -4.478
N 3.344 -3.699 -5.061
C 4.555 -2.988 -5.436
H 0.987 -1.453 -4.345
H 2.691 -1.289 -3.892
H 2.211 -1.201 -5.598
H 3.373 -4.707 -5.030
H 4.884 -3.312 -6.424
H 5.347 -3.207 -4.719
H 4.389 -1.915 -5.455
C -0.731 1.522 -5.905
C 0.024 0.556 -6.790
O 1.242 0.572 -6.876
N -0.707 -0.348 -7.487
C -2.149 -0.522 -7.506
H -0.011 2.173 -5.417
H -1.415 2.135 -6.493
H -1.297 0.986 -5.142
H -0.147 -0.964 -8.056
H -2.410 -1.526 -7.170
H -2.531 -0.389 -8.519
H -2.630 0.199 -6.856
C 1.162 4.430 10.203
C 0.810 5.822 9.727
O 1.261 6.286 8.690
N -0.030 6.550 10.503
C -0.655 6.172 11.759
H 1.839 3.983 9.482
H 1.657 4.465 11.173
H 0.269 3.809 10.282
H -0.222 7.468 10.134
H -1.741 6.210 11.665
H -0.355 6.860 12.550
H -0.366 5.167 12.043
C 5.364 1.814 -3.489
C 4.413 1.507 -4.624
O 4.574 0.563 -5.377
N 3.347 2.334 -4.802
C 2.983 3.512 -4.040
H 6.151 1.068 -3.492
H 5.813 2.799 -3.615
H 4.847 1.778 -2.529
H 2.762 2.063 -5.580
H 1.991 3.387 -3.602
H 2.962 4.390 -4.687
H 3.697 3.687 -3.242
C -6.747 -6.360 -2.992
C -5.750 -5.530 -2.220
O -5.451 -4.396 -2.566
N -5.188 -6.094 -1.119
C -5.418 -7.419 -0.570
H -7.099 -5.775 -3.834
H -6.283 -7.273 -3.366
H -7.599 -6.625 -2.365
H -4.535 -5.490 -0.646
H -5.799 -7.343 0.449
H -4.485 -7.984 -0.547
H -6.138 -7.961 -1.170
*
```

Atom charges from the Mulliken analysis, given in e for atoms 1 to 2: number 1, C, carries -1.13; number 2, C, carries -0.67

***

[4]
Molecular formula: H13NO5
Method: DFT, ωB97M-V/def2-TZVPD

Its HOMO energy is -10.60 eV. The calculation puts the molar mass at 107.1 g mol⁻¹. As for the SMILES: N.O.O.O.O.O. The value obtained for the energy above the lowest of the compared OMol25 structures with the same formula, charge and spin is 24.3 kcal/mol.

Geometry as ORCA input:
```
! wB97M-V def2-TZVPD RIJCOSX def2/J DEFGRID3
* xyz 0 1
N 2.545 0.612 -0.133
H 1.840 -0.016 -0.566
H 3.508 0.210 -0.338
H 2.638 1.406 -0.793
O -0.402 -1.970 0.246
H -0.131 -2.218 -0.622
H 0.177 -1.244 0.615
O -1.530 1.517 1.377
H -1.374 2.478 1.344
H -0.618 1.132 1.524
O 0.603 0.138 1.857
H 1.623 0.249 1.655
H 0.604 -0.435 2.602
O 0.340 -0.408 -2.293
H -0.643 -0.324 -1.964
H 0.278 -0.442 -3.238
O -1.789 0.062 -1.026
H -1.624 -0.575 -0.256
H -1.875 0.777 -0.317
*
```

Atom charges from the Mulliken analysis, given in e for atoms 1 to 2: number 1, N, carries -0.78; number 2, H, carries 0.30

***

[5]
Molecular formula: C2H6N2O2
Method: DFT, ωB97M-V/def2-TZVPD

Its HOMO energy is -8.50 eV. The calculation puts the molar mass at 90.1 g mol⁻¹. The value obtained for the energy above the lowest of the compared OMol25 structures with the same formula, charge and spin is 119.2 kcal/mol.

Geometry as ORCA input:
```
! wB97M-V def2-TZVPD RIJCOSX def2/J DEFGRID3
* xyz 0 1
C -0.698 0.416 -0.695
C -1.235 -0.799 0.066
N 1.581 -0.410 0.534
N -0.216 1.492 -0.076
O 0.524 -1.028 -0.219
O -1.812 -1.655 -0.610
H 2.423 -0.665 0.021
H 1.641 -0.895 1.430
H 0.168 2.254 -0.623
H 0.343 1.244 0.762
H -1.147 0.566 -1.679
H -1.573 -0.519 1.089
*
```

Atom charges from the Mulliken analysis, given in e for atoms 1 to 2: number 1, C, carries -0.04; number 2, C, carries 0.09

***

[6]
Molecular formula: C6H7N
Method: DFT, ωB97M-V/def2-TZVPD

Its HOMO energy is -7.83 eV. The calculation puts the molar mass at 93.1 g mol⁻¹. As for the SMILES: C=Cc1ccc[nH]1. The value obtained for the energy above the lowest of the compared OMol25 structures with the same formula, charge and spin is 23.9 kcal/mol.

Geometry as ORCA input:
```
! wB97M-V def2-TZVPD RIJCOSX def2/J DEFGRID3
* xyz 0 1
C -1.963 -0.489 1.477
C -0.659 -0.223 1.475
C 0.114 -0.081 0.258
C 1.421 0.363 0.221
C 1.811 0.430 -1.136
C 0.673 0.291 -1.885
N -0.338 -0.057 -1.029
H -2.446 -0.619 0.514
H -2.561 -0.659 2.362
H -0.117 -0.195 2.416
H 1.908 0.679 1.128
H 2.787 0.737 -1.478
H 0.561 0.287 -2.954
H -1.192 -0.464 -1.368
*
```

Atom charges from the Mulliken analysis, given in e for atoms 1 to 2: number 1, C, carries -0.81; number 2, C, carries -0.21

***

[7]
Molecular formula: C5H9NOS2
Method: DFT, ωB97M-V/def2-TZVPD

Its HOMO energy (spin up / spin down) is -7.61 / -7.62 eV. The calculation puts the molar mass at 163.3 g mol⁻¹. The value obtained for the energy above the lowest of the compared OMol25 structures with the same formula, charge and spin is 62.1 kcal/mol.

Geometry as ORCA input:
```
! wB97M-V def2-TZVPD RIJCOSX def2/J DEFGRID3
* xyz 0 1
C -0.621 0.855 1.641
C -0.737 -0.262 2.640
C 1.144 -0.260 0.892
C 0.361 -1.170 -0.971
C -0.697 -0.290 -1.419
N 0.477 0.858 0.885
O -0.184 0.893 -1.883
S 0.560 -1.426 2.138
S 2.854 -0.345 0.666
H -1.276 1.752 1.638
H -0.563 -0.132 3.695
H -1.632 -0.869 2.531
H -0.059 -2.069 -0.413
H 1.310 -1.198 -1.534
H -1.401 -0.768 -2.119
H -1.550 -0.231 -0.660
H 0.643 1.053 -1.280
H 2.866 0.601 -0.302
*
```

Atom charges from the Mulliken analysis, given in e for atoms 1 to 2: number 1, C, carries -0.42; number 2, C, carries -0.39